1 | Molecular formula: C4H30BO23
Method: DFT, ωB97M-V with the def2-TZVPD basis set

## Properties
HOMO ... -7.441 eV
Multiplicity ... 1
Molar mass ... 457.07 g/mol
Charge ... -1
LUMO energy ... 1.18 eV

Geometry as XYZ:
```
58
Properties=species:S:1:pos:R:3:mulliken_charge:R:1
O 0.22050 -2.33195 1.13684 -0.564
H -0.48550 -1.88495 0.72984 0.180
O -0.04950 -3.63095 -1.66316 -0.575
O 0.85950 3.87205 1.51084 -0.754
C 1.99150 -0.73995 -1.15216 0.257
H 0.11750 -0.85495 3.51184 0.116
H -2.19850 5.67705 1.24784 0.302
H -2.30650 0.39605 3.24184 0.228
H -2.16450 -0.95595 1.52984 0.473
O -2.05650 4.83905 1.69084 -0.635
C 0.76350 2.66905 1.18284 -0.059
H -1.17850 4.65205 3.49084 0.375
O -1.87650 0.92205 -3.35516 -0.595
O 2.08950 -0.16295 -0.04316 -0.355
O -0.82050 4.78705 4.36584 -0.627
H 1.60750 -3.37595 0.64584 0.445
H 3.48250 -2.53695 -2.86316 0.556
H -0.58450 -1.50095 -5.73616 0.286
O 0.18350 0.58105 1.38284 -0.240
H 0.54350 5.66005 -0.69616 0.301
H -1.11450 0.86405 -2.79016 0.356
O -2.48850 -1.95895 -2.62416 -0.602
H 4.12650 -2.50195 -4.24916 0.321
H 1.65350 -1.97895 -4.10016 0.234
O -1.87050 -0.45595 3.15784 -0.655
H -1.19950 -1.38095 -4.41716 0.358
H -2.05450 1.83905 -3.49716 0.230
O 0.11750 0.48605 -1.08216 -0.964
O 2.21250 -3.86795 0.06784 -0.780
H 0.16450 5.50005 0.78284 0.471
H -2.58350 -2.15295 0.62084 0.285
O -1.44950 -1.44295 -5.33316 -0.701
O 0.38950 -0.72895 -2.84516 -0.462
H -2.66150 -2.94395 -2.63016 0.328
B 0.91050 0.75905 0.10084 1.807
O 3.83550 -3.15295 -3.59816 -0.785
H 0.27850 -4.05195 -2.42116 0.284
H 0.88150 -1.37595 4.72784 0.334
H -1.61350 -1.90795 -2.26416 0.236
O 0.82450 -1.43495 3.80284 -0.747
O -0.02150 1.82505 3.25984 -0.631
H -0.41650 1.00705 4.96284 0.418
H 0.73450 -3.54795 -1.12616 0.289
H 0.65550 -1.76995 1.82184 0.517
O 0.02150 6.09005 0.02184 -0.651
O 1.61750 -2.38795 -5.00216 -0.626
H -1.69850 1.34905 5.72584 0.301
H 0.08850 4.77505 4.22684 0.294
H 2.72550 -3.15395 -0.27016 0.360
O 1.23150 2.20205 0.10784 -0.646
O -2.38450 -1.23995 0.65284 -0.637
C 0.76550 -0.35795 -1.73116 1.067
H -2.45650 -1.11395 3.53484 0.317
H 2.39150 -2.79795 -4.85516 0.337
C 0.31950 1.67505 2.05384 0.665
O 2.67550 -1.65195 -1.60416 -0.688
H -1.75050 4.23305 0.99484 0.308
O -0.99550 0.67405 5.65784 -0.657
```

---

2 | Molecular formula: C4H30BO23
Method: DFT, ωB97M-V with the def2-TZVPD basis set

## Properties
HOMO ... -7.249 eV
Multiplicity ... 1
Molar mass ... 457.07 g/mol
Charge ... -1
LUMO energy ... 1.78 eV

Geometry as XYZ:
```
58
Properties=species:S:1:pos:R:3:mulliken_charge:R:1
O -1.74417 0.94462 4.36345 -0.656
O 0.01183 -0.95338 3.31145 -0.786
O 1.52183 0.49462 -2.88755 -0.782
B 0.04683 -1.37238 -0.42555 1.973
O 1.33983 -2.00038 -0.00855 -0.557
C -1.03217 0.21662 0.63945 0.889
O 5.07983 -3.38838 0.61445 -0.676
H 0.92783 3.35262 3.41945 0.292
H -3.25717 1.96262 -0.54255 0.245
H 4.72883 -2.70738 1.28545 0.285
O -0.04917 -1.68438 -1.87655 -0.220
H -1.21617 3.89662 2.16345 0.360
H 3.32483 -3.67538 -3.24655 0.266
H 0.80583 -1.98238 -4.53555 0.428
H -1.28917 2.63562 0.45845 -0.034
O -1.83217 3.58762 2.79345 -0.857
O 3.80083 -3.45438 -4.05355 -0.670
H -1.76717 0.25362 -2.86555 0.287
H -1.50917 -1.17838 -2.98455 0.510
H 4.54983 -0.32938 -2.93355 0.288
O -0.00717 0.05962 -0.05955 -0.721
O 0.97483 -2.90338 -3.19055 -0.826
H -1.74917 2.65062 2.83645 0.384
H 3.99383 -2.51938 -4.01155 0.397
O -1.15317 1.17762 1.40345 0.569
H 2.97883 -0.38638 -3.02355 0.533
O 1.13483 -1.26638 -5.13455 -0.724
H -4.07717 0.26862 2.56745 0.243
H 0.69483 1.02262 -2.77955 0.330
H -3.84617 1.30262 -1.69055 0.281
H -2.42617 0.99262 5.04145 0.312
O -1.88417 -0.44138 -3.46155 -0.706
H -2.30617 0.97262 3.63445 0.168
O 0.95883 2.39162 3.48945 -0.600
H 0.87483 2.08862 2.61245 0.241
H 3.05383 -0.54238 2.61245 0.250
O 3.80783 -0.92538 -3.18055 -0.633
H 0.25383 -0.86938 -5.32955 0.309
O 2.76683 -3.28638 -1.04655 -0.860
H 1.22183 -0.00438 -3.61455 0.177
H -0.52917 -1.62138 2.80345 0.339
C -1.66017 -1.05438 0.89345 -0.178
H -2.90317 3.57862 1.36745 0.408
O -3.61617 3.21262 0.83845 -0.858
O 2.47483 0.11762 2.28845 -0.605
O -3.05117 1.29562 -1.16155 -0.487
O -2.40017 -1.25938 1.81445 -0.687
C 1.78783 -2.55538 -1.01955 0.573
H -4.31617 1.61562 3.23645 0.295
H -3.84917 2.49262 1.41045 0.457
H -0.01417 3.58462 0.33745 0.369
O -0.91517 3.39862 0.00845 -0.740
H 4.37483 -3.48738 -0.03855 0.485
H -0.69817 -0.40538 3.70145 0.396
C 0.97583 -2.34538 -2.11255 0.586
O -1.06717 -1.94838 0.34745 -0.694
O -3.89417 1.18362 2.50045 -0.666
H 1.59383 -0.20338 2.42045 0.298
```

---

Energy comparison, zero being the most stable, in eV: 1 0.000; 2 0.827.